The following is a quantum chemistry calculation of a 10-piece molecular cluster, C28H64Cl12O8 overall, from the Open Molecules 2025 dataset.

The molecular weight is 954.25 g/mol. As for the HOMO-LUMO gap: 0.3625 Eh. The LUMO energy is 0.3 eV.

The geometry in XYZ format:
```
112
Properties=species:S:1:pos:R:3:forces:R:3:mulliken_charge:R:1
C -1.604275 -0.877984 -0.784185 0.4 0.1 0.4 -0.705
O -0.514498 0.016246 -0.721997 -0.2 0.3 0.1 -0.060
C 0.694491 -0.617672 -0.335293 -0.5 1.0 -0.5 -0.488
C 1.710089 0.438446 0.034884 0.4 -0.5 0.7 0.021
O 1.397379 0.915873 1.336025 -0.6 0.0 0.2 -0.305
C 2.332576 1.809634 1.858379 0.2 0.2 0.2 -0.868
H -1.887815 -1.117481 0.250051 -0.2 -0.3 -0.1 0.296
H -1.337231 -1.786196 -1.331283 -0.1 0.0 0.0 0.405
H -2.443837 -0.387386 -1.272118 0.1 0.1 -0.1 -0.051
H 1.042523 -1.168901 -1.213482 0.2 -0.5 0.3 0.429
H 0.506439 -1.221002 0.557219 0.2 -0.4 -0.2 -0.012
H 1.760449 1.271520 -0.672325 -0.1 -0.1 -0.2 0.275
H 2.678850 -0.070091 0.111379 0.2 0.2 -0.3 -0.020
H 1.951409 2.229267 2.790612 -0.2 -0.1 -0.1 0.344
H 2.507158 2.647898 1.170994 0.2 -0.1 -0.1 0.561
H 3.276094 1.311050 2.119178 0.1 0.0 -0.3 0.055
C 0.098410 -1.000983 8.133737 0.0 0.4 0.4 -0.757
O 0.850886 -0.968487 6.956551 0.2 -0.2 -0.3 -0.240
C 1.839679 -1.977152 6.885509 -0.5 0.2 0.8 -0.612
C 2.456224 -2.022257 5.527440 1.2 -0.1 -0.6 -0.444
O 1.539396 -2.166371 4.480949 -0.8 -0.3 0.0 -0.367
C 2.183024 -2.059310 3.226719 0.9 0.5 0.8 -0.197
H -0.704842 -0.276510 7.995055 -0.2 -0.3 0.0 0.221
H 0.645212 -0.655468 9.025535 0.3 -0.1 -0.2 0.292
H -0.276684 -2.004858 8.363605 -0.2 0.1 -0.2 0.319
H 1.424905 -2.945899 7.191661 -0.3 -0.1 -0.3 0.360
H 2.599992 -1.772831 7.649437 0.4 0.0 -0.2 0.357
H 3.179778 -2.851913 5.498939 -0.1 -0.2 0.2 0.362
H 3.107026 -1.156974 5.335789 -0.3 0.4 0.2 0.288
H 2.583584 -1.037946 3.163499 0.0 0.0 -0.4 0.080
H 1.515352 -2.251844 2.395251 -0.2 -0.1 0.2 -0.027
H 3.051916 -2.730266 3.219895 -0.1 -0.1 -0.4 0.373
C -1.978846 -4.504772 -0.016965 -0.5 0.7 0.1 -0.540
O -1.734643 -5.395986 -1.064899 0.1 0.0 -0.1 -0.279
C -2.824708 -6.282006 -1.307886 0.9 0.3 0.2 -0.013
C -2.270753 -7.518195 -1.958863 0.6 -1.2 0.2 -0.714
O -1.975645 -7.435973 -3.334692 -0.4 0.6 0.3 -0.314
C -3.095327 -7.271399 -4.175533 0.5 -0.3 -0.8 -0.580
H -2.234896 -5.026067 0.912564 0.1 0.0 0.0 0.377
H -2.793506 -3.795662 -0.235551 -0.2 -0.3 -0.1 0.207
H -1.132260 -3.838030 0.145491 0.4 -0.5 -0.1 0.077
H -3.553741 -5.799816 -1.967405 -0.2 0.0 0.3 -0.002
H -3.233053 -6.556798 -0.329879 -0.4 0.0 -0.2 0.379
H -2.858962 -8.414976 -1.715709 -0.7 0.2 -0.4 0.387
H -1.325702 -7.795580 -1.485934 0.2 0.5 0.0 0.308
H -3.658956 -8.207075 -4.235441 -0.3 0.1 0.1 0.315
H -2.663552 -7.075424 -5.158550 -0.1 -0.1 0.0 0.235
H -3.758690 -6.425466 -3.976374 0.1 0.0 0.5 0.182
C -3.505215 4.522869 -3.764831 -0.6 -0.4 -0.7 -0.956
O -2.512606 4.325430 -2.797256 -0.5 0.0 0.4 -0.218
C -2.661526 5.170426 -1.667773 0.2 1.7 -0.5 -0.877
C -2.291190 4.485121 -0.376807 -0.1 0.1 0.1 0.117
O -0.939361 4.099894 -0.454146 0.0 0.0 -0.3 -0.385
C -0.544116 3.020603 0.357051 -0.2 -0.3 0.2 -0.277
H -3.732209 5.578031 -3.932867 0.0 0.1 0.0 0.416
H -4.432402 3.973728 -3.553303 0.0 0.3 0.5 0.308
H -3.204040 4.085776 -4.720170 0.5 0.2 0.1 0.266
H -3.644897 5.658517 -1.669866 -0.3 -0.8 0.5 0.533
H -2.051740 6.072180 -1.848778 0.5 -0.4 0.2 0.349
H -3.010931 3.675044 -0.214070 0.4 -0.4 -0.1 -0.243
H -2.379928 5.144422 0.493784 -0.4 0.4 -0.2 0.371
H 0.526767 2.895092 0.206703 -0.2 0.0 -0.1 0.081
H -1.064941 2.095191 0.091762 0.1 0.0 -0.1 -0.012
H -0.708964 3.171951 1.432252 -0.1 0.4 0.0 0.393
Cl 1.301438 2.890411 -3.217337 -0.1 -0.3 0.0 -0.206
C -0.476469 2.521526 -3.324687 0.5 0.6 0.1 0.202
C -0.777902 1.404066 -4.281432 0.2 0.4 -0.6 -0.466
Cl -0.162151 -0.183947 -3.787903 0.0 -0.1 -0.1 -0.096
H -0.888362 3.468645 -3.667361 0.0 -0.4 -0.1 0.439
H -0.797058 2.403677 -2.295389 -0.1 -0.4 -0.1 -0.325
H -0.311459 1.630073 -5.241630 0.1 0.0 0.1 0.435
H -1.840442 1.323927 -4.507599 -0.1 -0.1 0.5 0.152
Cl 6.204421 0.075809 3.136529 0.5 -0.1 0.7 -0.166
C 6.374050 0.907856 1.599313 -1.6 0.0 -1.0 0.117
C 6.594578 -0.079564 0.473862 0.7 -0.4 0.1 -0.525
Cl 5.262772 -1.229237 0.272591 -0.5 -0.2 0.1 -0.159
H 7.084955 1.728891 1.586363 0.3 -0.2 0.3 0.382
H 5.365708 1.306738 1.457857 0.3 0.4 -0.2 -0.295
H 7.444380 -0.720205 0.708585 0.2 0.3 -0.2 0.378
H 6.702611 0.388565 -0.501978 0.2 0.2 0.2 0.290
Cl -2.875302 -2.908271 -3.694723 -0.5 0.0 0.1 -0.115
C -4.660500 -2.731941 -3.465113 0.5 -0.9 0.5 -0.580
C -5.089466 -1.290684 -3.335418 -0.1 -0.1 -0.6 -0.165
Cl -4.539175 -0.341208 -4.745037 0.0 0.2 -0.1 -0.209
H -4.892730 -3.314094 -2.569966 0.1 0.5 0.3 0.252
H -5.133221 -3.337280 -4.235429 0.0 0.7 -0.5 0.431
H -4.693373 -0.799976 -2.451781 0.1 -0.2 0.1 0.013
H -6.174552 -1.214952 -3.355791 0.0 -0.1 0.2 0.394
Cl 2.845160 -1.623576 -5.184507 0.1 -0.2 0.0 -0.184
C 3.453651 0.055036 -5.240541 -0.7 -0.2 -0.3 -0.432
C 3.919606 0.532687 -3.884288 0.0 0.7 -1.0 0.241
Cl 5.314118 -0.403276 -3.348811 0.2 -0.3 0.4 -0.197
H 2.600207 0.636783 -5.590903 0.1 0.2 0.3 0.179
H 4.202452 0.084541 -6.026991 0.3 0.0 0.3 0.391
H 3.097081 0.557606 -3.177417 0.1 -0.4 0.2 -0.267
H 4.282990 1.553492 -4.011149 -0.1 0.0 0.1 0.278
Cl 5.220508 7.076748 3.569655 0.3 0.5 0.1 -0.184
C 4.168269 5.835846 2.910465 -0.3 -0.9 0.0 -0.454
C 4.962856 4.759230 2.155427 -0.8 0.4 1.0 0.271
Cl 5.779864 5.486940 0.796655 0.6 0.1 -0.7 -0.178
H 3.411404 6.290528 2.276021 0.1 0.1 -0.1 0.350
H 3.671575 5.404390 3.779439 -0.1 -0.2 -0.2 0.290
H 4.287521 3.998640 1.767213 0.0 0.0 0.1 -0.388
H 5.665456 4.307877 2.853107 0.2 0.0 -0.2 0.318
Cl -6.276205 2.635976 2.880453 0.2 0.1 0.0 -0.185
C -5.132114 1.292104 2.934189 0.4 -1.2 0.4 -0.533
C -3.916577 1.448752 2.047169 -0.2 0.6 -0.6 -0.387
Cl -4.439499 1.511131 0.321621 0.1 -0.2 0.1 -0.179
H -5.679424 0.381212 2.692462 -0.1 0.1 -0.4 0.327
H -4.811228 1.095397 3.959578 0.1 0.6 0.1 0.361
H -3.177195 0.655442 2.115050 -0.3 -0.3 0.2 0.292
H -3.386346 2.382463 2.225911 -0.1 0.1 0.1 0.315
```
Positions in Å, forces in eV/Å.

---

The following is a quantum chemistry calculation of C28H25BrGaNP as an isolated structure, from the Open Molecules 2025 dataset.

The molecular weight is 556.12 g/mol. As for the HOMO-LUMO gap: 0.1565 Eh. The total charge is -1. The LUMO energy is 1.9 eV.

The geometry in XYZ format:
```
57
Properties=species:S:1:pos:R:3:forces:R:3:mulliken_charge:R:1
C -2.489633 -0.053294 -2.467910 -0.2 0.3 0.6 -0.967
C -2.360910 -0.572602 -1.133765 -0.3 1.0 0.1 -0.224
C -2.415501 0.551586 -0.231050 -1.1 -0.1 -0.7 0.009
H -2.176442 -1.627899 -0.859259 -0.3 0.9 -0.2 0.355
C -2.555127 1.753696 -0.993954 0.5 -0.8 0.6 -1.192
C -2.595012 1.375879 -2.379692 0.5 -0.5 -0.3 -0.406
H -2.773747 2.057231 -3.221011 0.2 -0.4 0.4 0.437
H -2.555471 -0.666971 -3.381599 0.3 0.6 0.6 0.454
H -2.329143 0.510377 0.857488 -0.1 0.0 -0.6 0.814
H -2.628506 2.773980 -0.575792 0.0 -0.7 -0.4 0.372
Ga -0.169402 0.665197 -1.549109 -2.4 -0.6 -0.7 0.063
Br 0.663429 -0.024016 -3.465422 0.8 0.2 -0.9 -0.324
C 2.223780 1.467754 -6.518766 -0.3 -0.1 -0.2 -0.470
C 1.121006 2.261169 -6.956211 0.1 -0.4 0.0 -0.480
C 0.125330 1.381571 -7.479651 0.3 -0.1 0.1 -0.511
H 1.056980 3.361918 -6.913909 0.0 -0.7 0.0 0.341
C 0.614040 0.045288 -7.367211 0.1 0.3 0.1 -0.464
C 1.910101 0.098234 -6.771764 -0.2 0.3 -0.1 -0.670
H 2.563536 -0.765150 -6.565113 -0.4 0.5 -0.1 0.386
H 3.163095 1.845286 -6.081348 -0.6 -0.2 -0.2 0.313
H -0.844079 1.682316 -7.913271 0.6 -0.2 0.3 0.340
H 0.091261 -0.868115 -7.698597 0.3 0.6 0.2 0.321
N 0.188756 0.282835 0.096037 1.8 -1.4 3.9 0.094
P 0.273217 -0.274045 1.581230 -0.1 1.7 -3.4 1.368
C -1.075440 -1.453400 2.094974 -0.8 -0.3 0.1 0.612
C -2.061311 -1.094656 3.045889 0.5 0.2 0.1 0.189
C -3.129603 -1.935779 3.358926 -0.3 -0.2 0.1 -0.762
C -3.287914 -3.165831 2.706404 0.1 0.2 0.1 -0.398
C -2.351744 -3.522176 1.732120 -0.1 -0.4 -0.1 -0.620
C -1.276266 -2.680955 1.423799 0.3 0.1 0.1 -0.548
C 1.921132 -1.046454 1.823962 0.4 -0.1 0.4 0.416
C 2.308706 -2.165216 1.062118 -0.1 0.0 0.2 -0.522
C 3.590865 -2.702076 1.191720 0.3 -0.3 -0.1 -0.676
C 4.527682 -2.130744 2.060214 -0.2 0.2 0.2 -0.434
C 4.155725 -0.993518 2.791777 0.5 -0.2 0.0 -0.622
C 2.881070 -0.450853 2.664182 -0.4 0.0 0.1 -0.236
C 0.135342 1.197936 2.674993 0.1 -0.1 0.8 -0.069
C 0.242959 1.115268 4.076868 -0.1 0.2 -0.2 0.050
C 0.141754 2.266939 4.860638 0.0 0.0 0.2 -0.698
C -0.067354 3.516673 4.270084 0.0 0.1 0.0 -0.497
C -0.174662 3.602796 2.879171 0.0 0.1 0.2 -0.501
C -0.074336 2.457878 2.089218 0.0 -0.2 -0.1 -0.528
H -1.979314 -0.133783 3.571235 -0.1 -0.5 -0.3 0.334
H -3.861568 -1.636981 4.128522 0.5 -0.1 -0.5 0.358
H -4.137829 -3.832797 2.959412 0.7 0.5 -0.2 0.340
H -2.473967 -4.492755 1.209140 0.2 0.8 0.3 0.336
H -0.580716 -2.996836 0.641797 -0.2 0.1 0.2 0.120
H 1.609778 -2.625243 0.358576 0.2 0.2 0.2 0.323
H 3.883862 -3.597361 0.613488 -0.3 0.6 0.3 0.347
H 5.541221 -2.561002 2.172468 -0.8 0.3 -0.1 0.336
H 4.883007 -0.531739 3.475212 -0.4 -0.2 -0.4 0.367
H 2.617088 0.445421 3.237780 0.2 -0.4 -0.3 0.291
H 0.406126 0.146082 4.562622 -0.1 0.4 -0.2 0.480
H 0.226129 2.192835 5.951434 0.0 0.0 -0.5 0.363
H -0.147553 4.428959 4.893122 0.1 -0.7 -0.4 0.351
H -0.339194 4.577665 2.405594 0.1 -0.4 0.2 0.388
H -0.155242 2.539506 1.002197 0.0 -0.2 0.4 0.154
```
Positions in Å, forces in eV/Å.

---

> Look up the molecular weight of the second one.

556.12 g/mol